No. 1
66
Properties=species:S:1:pos:R:3:forces:R:3 method="wB97M-V/def2-TZVPD" molar_mass_da=352.5 energy_ha=-1272.96809 smiles=CO.CO.CO.CO.CO.CO.CO.CO.CO.CO.CO lumo_ev=0.44 homo_energy_ev=-9.8386
C 18.40132 1.22759 -19.40820 -0.10 0.20 0.20
O 16.98546 1.34117 -19.35643 -0.20 0.32 0.08
H 18.78677 0.87256 -18.45116 0.07 -0.22 -0.04
H 18.64111 0.53610 -20.20914 0.13 -0.08 0.02
H 18.87688 2.19061 -19.60498 -0.02 0.02 -0.19
H 16.76970 2.18497 -18.92880 -0.10 -0.02 -0.05
C 13.28392 2.07605 -18.40927 -0.11 0.81 0.07
O 13.34641 1.08189 -17.39082 -0.32 -0.54 -0.66
H 12.71547 1.75397 -19.28134 -0.05 -0.24 0.09
H 12.77726 2.95722 -18.00561 0.09 0.08 -0.09
H 14.26975 2.38105 -18.75891 0.13 -0.19 0.24
H 12.61615 0.46361 -17.61648 0.17 0.01 0.61
C 17.11567 5.24581 -19.18115 -0.02 -0.59 -0.31
O 16.17846 4.23589 -18.81945 -0.12 0.23 0.09
H 18.10951 4.79987 -19.13571 0.00 0.04 0.10
H 16.94960 5.53647 -20.22378 0.05 0.31 0.09
H 17.08565 6.10556 -18.51122 -0.09 0.06 -0.05
H 15.29006 4.64956 -18.82257 0.26 -0.30 0.16
C 11.83420 -0.30763 -21.15844 0.91 -0.10 -0.60
O 12.09341 -1.46871 -20.36183 -0.50 -0.03 -0.11
H 12.59676 0.42979 -20.90941 -0.41 0.46 0.04
H 11.95601 -0.49248 -22.23028 -0.04 -0.32 0.06
H 10.81393 0.03540 -21.02871 0.04 0.05 0.48
H 13.01819 -1.70923 -20.47434 -0.02 -0.02 0.04
C 13.11410 -1.65180 -15.41113 0.17 -0.32 -0.82
O 14.39237 -1.10726 -15.67653 0.30 0.18 0.50
H 12.32594 -0.91429 -15.24544 0.11 0.14 0.13
H 12.81751 -2.26684 -16.27260 -0.22 0.03 0.16
H 13.19935 -2.31546 -14.55254 0.01 0.14 0.12
H 14.35082 -0.28936 -16.18739 -0.32 -0.15 -0.12
C 13.13351 2.05010 -13.85890 0.62 -0.60 -0.57
O 12.79732 2.53233 -15.15139 -0.16 0.08 -0.06
H 13.09654 2.85722 -13.13367 -0.30 0.08 -0.05
H 12.49165 1.21133 -13.58285 -0.18 0.16 0.27
H 14.15952 1.66578 -13.86217 -0.01 0.05 0.07
H 13.00642 1.87240 -15.85282 -0.03 0.29 0.36
C 13.39138 5.78533 -20.35611 -0.39 0.01 -0.29
O 13.67964 5.42637 -19.00374 -0.37 0.07 -0.44
H 13.59038 4.96264 -21.04635 0.40 -0.01 0.19
H 12.32849 5.99320 -20.50966 0.06 0.19 0.25
H 13.96511 6.67109 -20.63122 0.03 -0.08 -0.09
H 12.86809 5.54656 -18.50155 0.19 -0.12 0.44
C 10.06896 -1.19161 -17.28980 -0.17 -0.30 0.16
O 11.19826 -0.59655 -17.88607 0.25 0.20 -0.61
H 9.25541 -1.37685 -17.99570 0.08 0.13 -0.14
H 10.32162 -2.15084 -16.82947 0.03 0.02 0.08
H 9.69739 -0.51872 -16.51994 0.05 0.02 0.04
H 11.44347 -1.03639 -18.72736 -0.12 -0.08 0.30
C 15.17580 2.87372 -22.12166 0.32 -0.39 -0.36
O 16.01654 1.72592 -22.02042 -0.40 0.49 0.52
H 14.97752 3.03963 -23.18188 -0.17 -0.08 0.07
H 14.23799 2.69714 -21.58494 -0.10 0.21 -0.08
H 15.65584 3.78406 -21.74817 0.02 -0.07 0.21
H 16.13031 1.58920 -21.05866 0.43 -0.22 -0.34
C 11.06604 5.61507 -14.85831 -0.22 -0.31 0.07
O 11.72274 4.97119 -15.92703 0.01 -0.23 -0.36
H 10.49773 4.89762 -14.25517 0.20 0.02 0.16
H 11.78278 6.15523 -14.23531 -0.12 0.05 0.15
H 10.31591 6.30882 -15.24127 0.22 0.13 -0.17
H 12.04955 4.09538 -15.62888 0.00 0.35 -0.02
C 9.74417 3.42885 -20.23546 0.73 0.04 0.20
O 9.32652 2.91729 -21.49397 -0.32 0.01 0.23
H 9.61980 4.51186 -20.17422 -0.12 -0.01 -0.26
H 9.24222 3.00684 -19.36286 -0.18 -0.19 -0.21
H 10.81236 3.20999 -20.13079 -0.03 0.10 0.16
H 8.70205 2.20598 -21.33614 -0.05 0.04 -0.09

No. 2
9
Properties=species:S:1:pos:R:3:forces:R:3 method="wB97M-V/def2-TZVPD" molar_mass_da=54.0 energy_ha=-229.30555 smiles=O.O.O lumo_ev=0.31 homo_energy_ev=-10.4404
O 0.31178 -1.88911 0.40656 0.40 -0.12 1.25
H 0.50678 -1.91011 -0.52044 0.29 -0.54 -0.86
H 1.11078 -2.19611 0.88456 -0.68 0.16 -0.59
O 0.81278 0.73289 -0.26544 1.12 2.39 -0.22
H 1.57478 1.08289 0.24956 -0.93 -0.60 -0.54
H 0.69778 -0.17811 -0.07144 -0.12 -1.28 0.93
O -1.84322 1.80989 -0.22144 1.52 -0.65 -0.11
H -0.84822 1.58489 -0.26644 -2.15 0.14 0.14
H -2.32322 0.96289 -0.19544 0.54 0.50 -0.01

No. 3
22
Properties=species:S:1:pos:R:3:forces:R:3 method="wB97M-V/def2-TZVPD" molar_mass_da=218.1 energy_ha=-1398.52455 lumo_ev="0.21 / -0.43" homo_energy_ev="-7.1180 / -7.3921"
C 0.80377 2.57346 -1.62857 1.24 -1.03 -1.07
C 0.79872 1.34719 -2.28170 -0.97 0.20 0.77
C 0.16096 2.70010 -0.43356 -0.34 0.97 -0.68
C -0.08946 0.38913 -1.83456 -0.93 1.87 0.51
C -0.87347 1.84944 -0.05227 1.76 1.32 -0.64
C -1.07595 0.71239 -0.86088 1.37 1.25 1.73
C -0.32366 -1.86560 0.89972 -0.76 -0.61 -1.49
C 1.53325 -1.85373 2.42289 0.27 2.90 -0.06
C -2.00724 -0.23483 -0.40245 -0.44 -1.10 0.53
N -0.48302 -3.02445 0.54483 -0.74 -0.04 -0.44
O 0.51029 -1.22309 1.58639 1.58 2.95 1.99
Cl -2.43948 -1.45760 -1.50525 -0.73 -0.40 0.17
Cl -3.14512 0.17703 0.87451 0.40 -0.41 -0.80
H 1.49063 3.28639 -2.08040 -0.15 0.33 0.71
H 1.54448 1.30978 -3.03295 0.24 -1.02 -0.92
H 0.51424 3.58733 0.03877 -0.69 0.54 1.22
H -0.22579 -0.58264 -2.13898 0.49 -1.98 -1.40
H -1.33811 2.21015 0.84709 -0.79 -0.86 0.13
H 1.84074 -2.63923 1.88180 1.78 -2.84 -1.92
H 1.08989 -2.21006 3.26060 -1.73 -1.13 2.61
H 2.36208 -1.20267 2.82633 -1.10 -0.09 -1.37
H -0.64775 -3.84852 1.06864 0.23 -0.82 0.43